Record 1
A 2-piece molecular cluster, C15H34BrN2O5S overall in a non-equilibrium geometry. Source: the OMol25 dataset; level of theory: the ωB97M-V functional and the def2-TZVPD basis.

The geometry in ORCA input format:
```
! wB97M-V def2-TZVPD RIJCOSX def2/J DEFGRID3
* xyz 1 1
H -5.986 -2.671 4.537
C 0.845 3.712 -0.288
C -1.539 -0.927 -2.350
H -2.216 2.844 -1.328
H -3.419 0.121 2.266
H 3.660 1.187 0.678
C -3.781 -0.716 0.322
N 3.062 0.589 0.104
H 6.895 0.499 -1.027
H -2.902 -0.237 -0.098
H -0.453 4.075 -1.921
H 3.456 -0.437 -1.719
H 0.341 3.809 0.666
O -4.835 -1.316 2.451
O -1.424 1.245 -3.226
H 2.290 1.454 -1.627
H -7.204 -2.233 3.297
N 4.893 1.042 -1.367
O -1.186 1.024 -1.028
C 2.028 1.449 -0.580
C 1.136 -2.635 1.108
C -1.383 0.563 -2.268
H 0.450 2.633 -2.173
H 2.977 -2.303 0.150
H 0.095 -2.476 0.870
H 2.364 2.890 0.975
H 4.602 -0.768 -0.375
H 6.047 -0.595 -2.128
H -4.662 -0.122 0.077
Br 1.097 0.287 2.157
H 3.280 -0.739 1.684
C 2.483 -0.455 1.015
H 1.149 4.715 -0.554
H 4.448 1.372 -2.216
H 6.530 1.022 -2.679
H 1.677 -1.535 -0.707
C 6.189 0.441 -1.839
C 4.019 -0.024 -0.893
H 1.324 -2.534 2.167
O -4.009 -3.603 2.806
C -1.302 2.450 -0.905
C -3.630 -0.853 1.825
H -1.357 2.637 0.159
H -1.186 -1.299 -3.296
H 2.949 3.380 -0.616
H -0.963 -1.415 -1.566
C -6.419 -2.931 3.574
O -5.726 -3.147 1.070
H -3.903 -1.690 -0.151
C -0.064 3.203 -1.411
H 1.032 1.030 -0.516
C 2.141 2.892 -0.086
H 1.362 -3.655 0.829
S -5.155 -2.878 2.351
H -2.576 -1.174 -2.161
C 2.063 -1.738 0.287
H -2.799 -1.513 2.082
H -6.807 -3.946 3.594
*
```

Summary:
- Maximum force: 2.512 eV/Å
- HOMO-LUMO gap: 10.044 eV
- E: -4049.58285 Eh

Record 2
A 2-piece molecular cluster, C15H34O6P overall in a non-equilibrium geometry. Source: the OMol25 dataset; level of theory: the ωB97M-V functional and the def2-TZVPD basis.

The geometry in ORCA input format:
```
! wB97M-V def2-TZVPD RIJCOSX def2/J DEFGRID3
* xyz -1 1
H -3.041 -6.394 0.553
H 0.152 -1.190 -3.476
C -1.578 -2.262 0.869
C 0.009 -2.653 0.967
H 0.049 -3.763 1.404
H 0.291 3.659 -2.400
C 3.613 3.092 0.087
H -1.382 -7.445 2.916
H 0.634 -2.002 1.728
H -3.188 -8.019 1.265
H -0.515 0.286 -1.388
H -1.763 3.061 -1.220
H 1.673 -1.067 -2.362
C 0.809 -2.700 -0.462
O 0.007 -2.355 -1.645
H 1.107 0.083 -0.228
C 0.849 -1.821 -2.744
O -1.347 1.643 1.429
C 0.414 4.793 -2.114
P -0.275 2.958 0.949
H 0.605 2.433 2.003
H -2.108 -2.568 -0.133
C 3.378 3.096 -1.547
C -1.437 3.781 -0.326
H 0.700 4.049 0.839
O 3.171 4.430 -2.130
O 0.454 2.041 -0.355
O 2.134 6.053 -0.686
H 2.559 2.295 -1.878
H -2.862 -0.426 0.448
C -0.745 5.141 -1.009
C -2.923 -6.978 1.472
H -2.371 -0.568 2.262
H -3.633 -6.572 2.200
H -0.424 5.887 -0.166
H -1.629 5.668 -1.606
H -2.128 -2.891 1.723
H 1.774 -2.041 -0.395
H 1.318 -2.680 -3.408
H -1.808 -5.184 2.910
C -1.504 -6.874 1.990
C 1.953 5.082 -1.624
H 1.186 -3.819 -0.634
H -2.428 4.110 0.251
H 4.397 2.687 -2.014
H 0.265 5.411 -3.125
H 4.726 3.337 0.399
C -1.938 -0.692 1.157
H 3.394 1.987 0.466
H -0.852 3.796 1.996
H 2.894 3.799 0.682
H -0.797 -7.261 1.250
C -0.685 0.354 1.038
O -1.179 -5.516 2.246
H -0.026 0.115 1.980
C 0.052 0.614 -0.402
*
```

Summary:
- Maximum force: 8.726 eV/Å
- HOMO-LUMO gap: 6.431 eV
- E: -1384.41373 Eh

Record 3
C15H35BF3GaN2O8P as an isolated structure in a non-equilibrium geometry. Source: the OMol25 dataset; level of theory: the ωB97M-V functional and the def2-TZVPD basis.

The geometry in ORCA input format:
```
! wB97M-V def2-TZVPD RIJCOSX def2/J DEFGRID3
* xyz -1 1
H -0.566 0.585 -8.667
O -2.577 -1.879 0.042
O 3.536 -0.551 5.987
H -0.206 1.462 -4.146
H -4.374 -2.860 -1.389
O 2.310 -2.606 -2.271
C -2.343 1.342 4.376
H -1.084 -0.366 3.496
O 0.840 4.533 4.274
H 0.996 1.272 2.884
H -0.552 0.879 6.361
H -3.308 -0.382 1.911
H 3.427 3.856 6.303
H 4.181 0.841 3.175
C -3.750 -1.639 0.246
H 2.751 -0.151 -2.341
H 3.680 -0.736 2.840
O 0.938 3.454 6.839
H 1.930 -0.154 -3.913
H -0.634 2.412 -2.709
F -3.516 1.175 3.592
H 1.141 2.591 7.252
H 0.090 -4.032 -3.855
H 0.439 1.983 -8.173
H -0.426 -2.329 -3.651
H 0.350 4.120 3.537
H 1.569 -1.032 -8.433
H 2.574 0.367 -7.940
C 0.197 2.022 -3.300
C 1.880 -0.404 -7.596
H -5.496 -2.851 -0.014
F -1.601 2.326 3.731
H -1.648 -1.846 5.016
N 3.198 3.671 5.307
H 2.936 1.246 -3.421
H 0.102 -0.781 5.789
Ga 1.371 1.148 4.460
C 2.243 0.474 -3.077
O -2.276 -1.096 5.048
C -0.163 1.144 -7.820
C 1.147 -2.951 -2.339
C 0.676 0.237 -6.959
C 0.426 -3.011 -3.661
H 0.031 -4.370 -1.192
O 0.393 0.031 -5.797
H -5.396 -1.436 -1.108
C -1.510 0.002 4.478
H -0.486 -2.666 -0.986
C -4.830 -2.233 -0.620
H 1.108 -2.709 -4.459
H 2.389 -1.029 -6.860
C -0.252 0.256 5.454
N 4.076 -0.109 3.556
P 1.609 3.364 5.261
F -2.783 1.752 5.652
O 0.754 0.909 -1.277
H -4.822 -1.291 2.065
C 1.038 1.115 -2.439
H 2.847 -0.319 6.637
H 0.800 2.862 -3.654
H -0.995 1.534 -7.230
B 3.147 0.044 4.728
C -4.185 -0.738 1.371
C 0.369 -3.334 -1.110
H 1.012 -3.244 -0.233
H -4.722 0.124 0.970
*
```

Summary:
- Maximum force: 2.962 eV/Å
- ΔE to the lowest compared entry with this formula, charge and spin: 140.6 kJ/mol
- HOMO-LUMO gap: 6.004 eV
- E: -3894.67025 Eh

Record 4
A 10-piece molecular cluster, C15H35Br10N5O10 overall in a non-equilibrium geometry. Source: the OMol25 dataset; level of theory: the ωB97M-V functional and the def2-TZVPD basis.

The geometry in ORCA input format:
```
! wB97M-V def2-TZVPD RIJCOSX def2/J DEFGRID3
* xyz 0 1
O 1.762 3.887 4.443
H -4.189 1.892 0.543
H 2.054 -4.335 -6.496
H -2.809 -3.027 0.014
O -1.925 2.518 0.788
N -4.023 -3.144 1.663
C -2.050 5.694 -0.478
C -0.092 -2.735 4.410
H -0.236 6.607 -0.643
C 1.886 -3.390 -5.986
H 5.894 0.130 -0.595
Br 1.572 -1.802 -3.580
H -2.311 -4.235 1.204
N 2.115 3.586 3.325
H 2.094 -5.204 0.786
H 0.201 2.843 3.012
H 1.750 -1.950 3.451
Br -3.226 4.342 -1.289
C 3.843 0.648 -1.041
Br 0.195 4.193 -1.342
O -1.284 -0.385 0.463
C 0.019 0.556 -1.196
H -1.114 -2.387 4.544
Br 3.721 2.228 0.134
H 2.599 -2.175 0.648
N -2.709 2.787 1.663
H 2.327 -4.092 2.110
Br 4.501 -4.768 0.947
O -5.123 1.346 -2.854
C 0.708 -1.706 3.647
C -2.672 -3.217 1.079
O -4.998 -3.418 1.008
H 1.426 2.501 1.690
H 3.213 0.798 -1.912
H -4.862 2.672 2.012
H 0.726 4.103 1.853
H 2.987 -3.839 -4.193
N -4.584 0.692 -2.010
H -2.999 -0.473 -1.447
Br 0.888 -0.054 4.710
H -0.917 6.245 -2.308
C 5.281 0.516 -1.400
H -0.297 -0.224 -1.884
H -1.821 5.384 0.540
H 0.300 -2.885 5.414
O -4.064 -2.789 2.831
Br 5.399 -0.812 -2.874
H -2.787 0.436 -3.093
O 3.277 3.493 2.981
N -0.188 0.047 0.178
H -3.881 1.137 2.053
C 1.993 -3.508 -4.489
H -0.652 1.406 -1.303
O -2.446 3.520 2.581
C 2.574 -4.274 1.072
O 0.778 0.075 0.914
H -2.673 1.305 -1.567
H -2.692 6.565 -0.356
C -4.036 2.113 1.594
Br 0.441 -3.060 -0.430
C -0.775 5.915 -1.288
C 2.338 -3.117 0.164
Br -0.193 -4.403 3.438
O -5.123 0.216 -1.027
H 1.048 0.886 -1.246
H -1.973 -2.501 1.488
H 5.654 1.464 -1.776
Br 3.309 -2.275 -6.728
H 2.906 -3.092 -0.762
H 0.879 -3.036 -6.200
H 3.549 -0.239 -0.481
H 1.321 -4.295 -4.147
C 1.014 3.208 2.400
H 0.262 -1.527 2.674
C -3.081 0.420 -2.048
*
```

Summary:
- Maximum force: 1.869 eV/Å
- SMILES: C[N+](=O)[O-].C[N+](=O)[O-].C[N+](=O)[O-].C[N+](=O)[O-].C[N+](=O)[O-].BrCCBr.BrCCBr.BrCCBr.BrCCBr.BrCCBr
- ΔE to the lowest compared entry with this formula, charge and spin: 0.0 kJ/mol
- HOMO-LUMO gap: 9.885 eV
- E: -27358.38387 Eh

Number 4 is which compound?
C15H35Br10N5O10